1.
{"formula": "C6H6", "method": "wB97M-V/def2-TZVPD", "e_lumo_ha": -0.007, "e_above_lowest_ev": 6.653, "e_homo_ev": -8.711, "mol_weight_g_mol": 78.1, "gap_ev": 8.53, "energy_ev": -6312.54721, "species": ["C", "C", "C", "C", "C", "C", "H", "H", "H", "H", "H", "H"], "coordinates": [[0.882197, -0.174714, -1.371327], [-0.237031, 0.630410, -0.698278], [-0.644887, -0.025344, 0.595623], [-1.530272, -0.937671, 1.133949], [-0.493831, -1.428698, 2.140837], [-0.235990, -0.046748, 1.976432], [1.210580, 0.303621, -2.299368], [1.742453, -0.257883, -0.701703], [0.530545, -1.182738, -1.607815], [-1.091701, 0.719605, -1.384743], [0.104288, 1.654981, -0.497618], [-0.236350, 0.745179, 2.714011]], "forces_ev_per_angstrom": [[0.1, -0.1, 0.0], [0.0, -0.1, 0.3], [0.6, -0.3, 0.5], [-1.0, -0.1, -0.1], [0.4, 0.2, -1.2], [-0.1, 0.7, -0.1], [-0.1, 0.0, 0.2], [-0.1, 0.0, -0.1], [0.1, 0.1, 0.0], [0.1, -0.3, 0.4], [0.0, -0.3, 0.1], [0.0, 0.1, 0.0]]}

***

2.
{"formula": "CHBr2Cl2P", "method": "wB97M-V/def2-TZVPD", "e_lumo_ha": [0.014, -0.077], "e_above_lowest_ev": 1.677, "e_homo_ev": [-8.251, -9.923], "mol_weight_g_mol": 274.7, "gap_ev": [8.63, 7.84], "energy_ev": -175468.38279, "spin_multiplicity": 3, "s_squared": 2.01, "species": ["C", "P", "Cl", "Cl", "Br", "Br", "H"], "coordinates": [[0.096287, 0.747336, 0.273703], [0.579394, -0.307929, -1.130565], [-1.219655, -0.742156, -1.854241], [1.090613, -1.958120, -0.163322], [-1.069833, 2.171371, -0.046864], [1.493410, 1.145770, 1.467294], [-0.970215, -1.056272, 1.453996]], "forces_ev_per_angstrom": [[0.6, 0.8, -0.3], [0.7, 1.6, -0.3], [-1.2, -0.3, -0.5], [0.4, -1.3, 0.7], [-0.1, -0.2, 0.0], [-0.2, -0.2, 0.0], [-0.3, -0.4, 0.4]]}

***

3.
{"formula": "C3H6I2NS", "method": "wB97M-V/def2-TZVPD", "e_lumo_ha": [-0.209, -0.209], "e_above_lowest_ev": 2.337, "charge": 1, "e_homo_ev": [-13.130, -12.715], "mol_weight_g_mol": 342.0, "gap_ev": [7.45, 7.04], "energy_ev": -31724.86497, "species": ["C", "C", "C", "N", "S", "I", "I", "H", "H", "H", "H", "H", "H"], "coordinates": [[0.862435, 0.263234, 0.344176], [0.605321, -0.964226, 1.200892], [-1.360400, 0.549385, -0.792410], [0.076488, 0.249024, -0.942495], [-1.085346, -1.032304, 1.849939], [-1.772966, 2.557194, -0.350212], [-2.631747, -0.535097, -2.069184], [0.591924, 1.166800, 0.893436], [1.923296, 0.304522, 0.083697], [0.818790, -1.885747, 0.656370], [1.269678, -0.920386, 2.065301], [0.531544, 0.930751, -1.566329], [0.170984, -0.683148, -1.373181]], "forces_ev_per_angstrom": [[0.5, -0.1, 0.8], [-0.7, -0.2, -0.2], [-0.8, 0.1, 0.0], [0.2, -0.2, 0.0], [0.2, 0.4, -0.5], [0.1, -0.8, -0.1], [0.6, 0.4, 0.6], [0.0, 0.0, -0.2], [-0.1, 0.1, -0.2], [0.2, 0.0, 0.0], [0.1, 0.1, 0.0], [-0.2, -0.1, -0.1], [0.0, 0.3, 0.0]]}

***

4.
{"formula": "C4H19NO5", "method": "wB97M-V/def2-TZVPD", "e_lumo_ha": 0.014, "e_above_lowest_ev": 1.864, "e_homo_ev": -7.884, "mol_weight_g_mol": 161.2, "smiles": "CC(C)=CN.O.O.O.O.O", "gap_ev": 8.25, "energy_ev": -16182.40233, "species": ["C", "C", "C", "C", "N", "H", "H", "H", "H", "H", "H", "H", "H", "H", "O", "H", "H", "O", "H", "H", "O", "H", "H", "O", "H", "H", "O", "H", "H"], "coordinates": [[0.886560, -1.145771, -0.678587], [0.295550, -2.333675, 0.035533], [-0.254460, -3.376590, -0.970358], [-0.060319, -2.307611, 1.318123], [-0.068899, -1.197776, 2.172359], [1.176793, -0.245745, -0.118273], [1.615798, -1.572300, -1.423028], [0.267053, -0.886148, -1.560575], [0.417652, -4.166601, -1.174801], [-1.144847, -3.736744, -0.417222], [-0.671401, -2.897393, -1.875475], [-0.493201, -3.193300, 1.744284], [-0.099842, -1.535813, 3.168318], [0.702762, -0.567266, 2.022707], [-0.042576, 3.836193, -0.923700], [-0.238991, 3.578653, -1.834511], [-0.629288, 3.272721, -0.409174], [-3.282292, 0.338394, 0.049487], [-2.663302, 0.173429, 0.775610], [-3.612433, -0.537157, -0.154891], [3.459394, 0.661185, 1.100576], [3.793093, 0.942150, 0.249013], [2.549259, 0.946755, 1.157957], [1.888967, 2.917463, 0.942353], [1.056134, 2.967077, 0.476010], [2.390572, 3.635788, 0.452019], [-2.057718, 2.167089, -1.322845], [-2.714213, 2.163065, -0.617646], [-2.465807, 2.099929, -2.183264]], "forces_ev_per_angstrom": [[0.1, -0.8, -2.0], [-0.5, 1.0, -1.3], [-1.4, 1.1, 2.1], [-0.2, -0.3, -0.8], [0.1, -0.8, 1.8], [0.2, -0.6, -0.4], [0.8, 0.5, 1.4], [-0.9, 0.6, 1.0], [0.6, -0.8, -0.5], [0.4, -0.6, -0.6], [0.6, -0.2, 0.3], [-0.4, -0.3, 0.2], [0.3, 0.9, -1.4], [0.1, 0.1, 0.2], [0.5, 0.3, 0.0], [0.0, 0.0, 0.4], [-0.4, 0.1, -0.5], [0.0, -0.3, 0.7], [0.0, 0.0, -0.1], [-0.2, -0.2, -0.1], [0.6, -0.9, 0.5], [-0.2, 0.2, -0.1], [0.0, 0.7, -0.2], [1.1, 1.4, -0.7], [-0.4, 0.1, -0.3], [-0.7, -1.3, 1.0], [0.8, 0.5, 0.1], [-0.4, -0.4, -0.6], [-0.5, -0.1, 0.1]]}

***

5.
{"formula": "C4H8O2", "method": "wB97M-V/def2-TZVPD", "e_lumo_ha": 0.032, "e_above_lowest_ev": 4.224, "e_homo_ev": -8.339, "mol_weight_g_mol": 88.1, "gap_ev": 9.20, "energy_ev": -8369.05744, "species": ["C", "O", "C", "C", "O", "C", "H", "H", "H", "H", "H", "H", "H", "H"], "coordinates": [[1.874135, 0.290000, 0.971635], [0.680294, -0.429038, 1.183100], [-0.462040, 0.271789, 0.835741], [-1.196386, -0.070443, -0.334447], [-2.418289, 0.277636, -0.131539], [-0.764651, -0.758403, -1.579788], [1.879016, 1.232917, 1.539122], [2.697775, -0.337496, 1.320222], [2.025520, 0.525343, -0.092832], [-1.937755, 0.393322, 1.034045], [-0.389218, 1.361816, 0.957796], [-1.414341, -1.609316, -1.803096], [0.270047, -1.096620, -1.485837], [-0.844107, -0.051506, -2.414121]], "forces_ev_per_angstrom": [[0.3, 0.1, 0.0], [0.0, -0.1, 0.0], [0.1, 0.1, -0.2], [0.1, 0.0, 0.1], [0.1, 0.0, 0.1], [0.0, -0.1, 0.1], [0.0, -0.1, -0.1], [-0.1, 0.1, -0.1], [0.0, 0.0, 0.1], [-0.3, 0.0, -0.2], [-0.1, -0.1, 0.0], [0.1, 0.1, 0.0], [-0.2, 0.1, 0.0], [0.0, -0.1, 0.1]]}

***

6.
{"formula": "BrSr", "method": "wB97M-V/def2-TZVPD", "e_lumo_ha": -0.266, "e_above_lowest_ev": 3.610, "charge": 1, "e_homo_ev": -11.315, "mol_weight_g_mol": 167.5, "gap_ev": 4.08, "energy_ev": -70869.03954, "species": ["Sr", "Br"], "coordinates": [[0.679325, 2.099443, 0.299561], [-0.679325, -2.099443, -0.299561]], "forces_ev_per_angstrom": [[-0.5, -1.5, -0.2], [0.5, 1.5, 0.2]]}

***

Repeat the sixth record exactly.
{"formula": "BrSr", "method": "wB97M-V/def2-TZVPD", "e_lumo_ha": -0.266, "e_above_lowest_ev": 3.610, "charge": 1, "e_homo_ev": -11.315, "mol_weight_g_mol": 167.5, "gap_ev": 4.08, "energy_ev": -70869.03954, "species": ["Sr", "Br"], "coordinates": [[0.679325, 2.099443, 0.299561], [-0.679325, -2.099443, -0.299561]], "forces_ev_per_angstrom": [[-0.5, -1.5, -0.2], [0.5, 1.5, 0.2]]}